Record 1
# C31H75N3O21S6

7 unconnected molecules or ions with the total composition C31H75N3O21S6 (ωB97M-V/def2-TZVPD, the OMol25 dataset).

## Properties
Net charge ... 0
HOMO energy ... -9.0 eV
Spin multiplicity ... 1
HOMO-LUMO gap ... 9.23 eV
SMILES string ... CC(=O)N(C)CCCCCO[C@H](CN)CCC(N)=O.CCOS(C)(=O)=O.CCOS(C)(=O)=O.CCOS(C)(=O)=O.CCOS(C)(=O)=O.CCOS(C)(=O)=O.CCOS(C)(=O)=O

The geometry in XYZ format:
```
136
C31H75N3O21S6, DFT ωB97M-V/def2-TZVPD
C -4.79498 -0.84475 -1.78000
C -4.66192 -2.43148 -1.56084
O -5.66132 -3.18528 -1.62079
N -3.28254 -2.91214 -1.33797
C -2.78605 -3.25637 -2.73538
C -3.25779 -4.18486 -0.56373
C -3.58700 -4.02780 0.98298
C -3.32425 -5.38523 1.81621
C -1.81753 -5.91218 1.72864
C -1.09039 -6.06542 3.15019
O -0.57728 -4.78886 3.64681
C 0.37858 -5.13482 4.68232
C 0.29884 -4.20278 5.98339
N 1.65926 -3.79142 6.50426
C 1.87102 -5.29686 4.08973
C 2.43195 -3.94723 3.44259
C 3.78651 -4.27508 2.65387
N 4.90768 -3.33668 2.68538
O 3.89812 -5.36085 2.04071
H -4.45754 -0.62585 -2.85627
H -5.82987 -0.45354 -1.54670
H -4.01046 -0.36148 -1.09779
H -2.07169 -2.45592 -3.10327
H -3.68259 -3.25020 -3.45184
H -2.35036 -4.30388 -2.79733
H -2.19838 -4.61959 -0.65091
H -3.94888 -4.96451 -1.03215
H -3.02609 -3.18509 1.50543
H -4.70269 -3.79546 1.14025
H -3.98229 -6.18139 1.30926
H -3.68438 -5.32237 2.88920
H -1.13263 -5.30351 1.06011
H -1.84795 -6.97334 1.28838
H -0.24701 -6.82793 2.98350
H -1.83939 -6.51355 3.88481
H 0.09141 -6.19153 5.03787
H -0.30615 -3.25399 5.84783
H -0.18416 -4.79046 6.84527
H 1.67514 -2.79274 6.72944
H 1.86812 -4.31997 7.35541
H 1.79167 -6.12114 3.29509
H 2.58846 -5.67367 4.88179
H 2.70517 -3.15913 4.22199
H 1.68815 -3.51930 2.69407
H 5.24427 -3.25079 1.70998
H 4.57802 -2.41283 3.01140
C -7.90036 -4.74423 -3.31444
C -7.19999 -3.94952 -4.40081
O -7.23586 -4.63051 -5.66061
S -8.62902 -4.66445 -6.47665
C -7.98762 -5.30599 -7.99576
O -9.07596 -3.31462 -6.69243
O -9.48520 -5.66238 -5.89351
H -8.97060 -4.82731 -3.51412
H -7.77774 -4.26343 -2.34304
H -7.50161 -5.76007 -3.26292
H -7.62475 -2.94585 -4.49468
H -6.14810 -3.83053 -4.13305
H -7.30977 -4.57481 -8.43328
H -8.83215 -5.48192 -8.66217
H -7.47381 -6.24456 -7.79312
C -1.76176 3.98246 2.07533
C -1.81058 3.92625 0.55952
O -0.76637 3.10910 0.02246
S -0.89844 1.50442 0.15994
C 0.43329 1.07079 -0.92068
O -2.13682 1.08536 -0.43786
O -0.53393 1.12128 1.49740
H -1.97320 3.00501 2.51338
H -2.50007 4.68836 2.46109
H -0.77155 4.28102 2.41709
H -2.78641 3.57985 0.20655
H -1.66199 4.93196 0.16005
H 0.18670 1.38539 -1.93371
H 0.55052 -0.01236 -0.88112
H 1.34369 1.55514 -0.57029
C 5.65855 3.10193 1.14570
C 5.87821 2.13623 -0.00314
O 6.89391 1.17167 0.29593
S 6.54127 -0.02043 1.32756
C 7.98157 -1.00693 1.04109
O 5.38783 -0.73106 0.84268
O 6.60878 0.49193 2.66985
H 5.25212 2.58965 2.02008
H 4.95627 3.88777 0.86244
H 6.60253 3.55985 1.44973
H 4.94677 1.63559 -0.28316
H 6.21946 2.69433 -0.87705
H 7.96302 -1.37539 0.01655
H 7.95422 -1.84202 1.74187
H 8.86688 -0.39947 1.22309
C -2.26867 7.45077 6.73677
C -1.29532 7.89664 5.66119
O 0.00330 7.32896 5.84939
S 0.21580 5.76525 5.49882
C 1.98160 5.74405 5.60329
O -0.17349 5.53704 4.13308
O -0.30768 4.97250 6.57842
H -2.46445 6.37892 6.67262
H -3.22292 7.97171 6.63498
H -1.85959 7.64544 7.73073
H -1.67395 7.66163 4.66227
H -1.17672 8.98105 5.71411
H 2.39286 6.36856 4.81179
H 2.30701 4.71153 5.47518
H 2.28117 6.10785 6.58509
C -0.20385 -0.71989 -7.08115
C -0.92508 0.60977 -6.95809
O -2.34550 0.44821 -6.96766
S -3.05958 -0.14660 -5.64519
C -4.73180 0.19069 -6.11374
O -2.71560 0.67884 -4.51911
O -2.87827 -1.57396 -5.62303
H -0.37927 -1.34706 -6.20518
H 0.87359 -0.56848 -7.17366
H -0.56287 -1.27340 -7.95174
H -0.60814 1.15089 -6.06190
H -0.67237 1.23404 -7.81781
H -4.87575 1.26857 -6.16860
H -5.38145 -0.23723 -5.34954
H -4.93067 -0.28069 -7.07517
C 6.99365 8.97990 -0.72530
C 7.21986 8.00986 -1.87023
O 8.23820 7.05318 -1.56488
S 7.88887 5.86416 -0.52810
C 9.33457 4.88341 -0.80618
O 6.74043 5.14516 -1.01303
O 7.95087 6.38318 0.81176
H 6.58798 8.46989 0.15029
H 6.28772 9.76123 -1.01409
H 7.93507 9.44336 -0.42177
H 6.29150 7.50362 -2.14977
H 7.56073 8.56510 -2.74667
H 9.32035 4.50981 -1.82890
H 9.30946 4.05173 -0.10136
H 10.21649 5.49612 -0.62505
```

Atomic partial charges in e from the Mulliken method, atoms 1 to 2: C -0.521; C 0.297

Record 2
# C38H32F3GeN2O7S2Ta

A molecular structure, C38H32F3GeN2O7S2Ta (ωB97M-V/def2-TZVPD, the OMol25 dataset).

## Properties
Net charge ... +2
HOMO energy ... -13.1 eV
Spin multiplicity ... 1
HOMO-LUMO gap ... 5.63 eV
Relative energy (zero: lowest compared OMol25 entry of this formula, charge and spin) ... 0.393 eV

The geometry in XYZ format:
```
86
C38H32F3GeN2O7S2Ta, DFT ωB97M-V/def2-TZVPD
Ta 0.04965 0.71220 1.23112
C -3.69447 7.27166 2.15147
C -3.26004 5.96053 1.56945
C -2.18075 5.88542 0.68940
C -1.79214 4.67797 0.13464
C -2.49428 3.53160 0.48222
C -3.56673 3.56623 1.36866
C -3.94083 4.78561 1.89721
S -2.09501 1.99697 -0.23021
O -2.78150 1.76022 -1.44490
O -2.14587 0.96162 0.86004
N -0.47452 1.84730 -0.35324
C 0.41746 2.35624 -1.32284
C 0.16628 3.10177 -2.44040
C 1.25476 3.45181 -3.27588
C 2.53311 3.05922 -2.99634
C 2.80138 2.26406 -1.85280
C 4.07274 1.79972 -1.46406
C 4.20251 1.04492 -0.32011
C 3.07706 0.73060 0.43364
N 1.84456 1.12824 0.08604
C 1.72013 1.91087 -1.03865
H -3.03828 8.08325 1.84534
H -3.70424 7.22743 3.24101
H -4.70841 7.51207 1.82872
H -1.64090 6.78667 0.42921
H -0.95283 4.64630 -0.54726
H -4.09672 2.66356 1.64270
H -4.77791 4.82863 2.58245
H -0.83662 3.41431 -2.70146
H 1.05460 4.04312 -4.15851
H 3.35043 3.34285 -3.64593
H 4.94148 2.04438 -2.06319
H 5.16511 0.68389 0.01168
H 3.16843 0.14916 1.34229
O -0.55980 -1.13462 0.76761
C -1.16369 -1.32143 1.92315
O -0.93957 -0.38807 2.73641
C -1.93428 -2.53829 2.21234
C -0.98124 -3.75721 2.43608
Ge 0.98980 -3.76863 2.13215
C 1.89926 -2.24599 2.97699
C 3.15322 -1.83979 2.50445
C 3.95236 -0.96615 3.23369
C 3.51700 -0.49095 4.46274
C 2.28521 -0.89611 4.96136
C 1.49179 -1.76241 4.22562
C 1.60204 -5.40177 2.97290
C 2.75644 -5.40698 3.75416
C 3.20233 -6.57869 4.34939
C 2.49505 -7.75855 4.17346
C 1.34014 -7.76695 3.40406
C 0.89657 -6.59516 2.80948
C 1.32792 -3.75605 0.20669
C 1.81734 -2.64389 -0.47358
C 2.01781 -2.65195 -1.84488
C 1.72331 -3.79640 -2.57453
C 1.24624 -4.92093 -1.91862
C 1.05697 -4.90015 -0.54293
H -2.59186 -2.72927 1.36534
H -2.52598 -2.34374 3.10372
H -1.31013 -4.54388 1.75657
H -1.13567 -4.12469 3.44888
H 3.53979 -2.25443 1.57751
H 4.93432 -0.69374 2.86548
H 4.14878 0.16639 5.04649
H 1.95567 -0.55488 5.93372
H 0.55050 -2.09051 4.65274
H 3.31985 -4.49343 3.90947
H 4.10050 -6.57009 4.95259
H 2.84116 -8.67203 4.63828
H 0.78445 -8.68526 3.26828
H -0.01263 -6.62898 2.21806
H 2.07275 -1.75261 0.08774
H 2.41127 -1.77689 -2.34968
H 1.87739 -3.81710 -3.64508
H 1.02988 -5.82152 -2.47766
H 0.70615 -5.80296 -0.05484
F 2.73647 3.80318 3.38289
C 1.49515 3.92225 2.96548
F 1.46076 4.07619 1.64846
F 0.88533 4.91651 3.56660
S 0.59405 2.35750 3.39416
O 0.47975 2.22900 4.78555
O -0.63104 2.31114 2.53145
O 1.40270 1.29455 2.64194
```

Atomic partial charges in e from the Mulliken method, atoms 1 to 2: Ta 1.366; C -1.473

Record 3
# C17H7Cl3F3N3SScSe4

A molecular structure, C17H7Cl3F3N3SScSe4 (ωB97M-V/def2-TZVPD, the OMol25 dataset).

## Properties
Net charge ... -1
HOMO energy ... -4.6 eV
Spin multiplicity ... 1
HOMO-LUMO gap ... 6.52 eV
Relative energy (zero: lowest compared OMol25 entry of this formula, charge and spin) ... 0.696 eV

The geometry in XYZ format:
```
39
C17H7Cl3F3N3SScSe4, DFT ωB97M-V/def2-TZVPD
Sc 0.03360 -0.12107 0.27594
Se 2.60412 -0.30563 1.39469
Se 2.24149 1.72069 2.49814
Se 0.09937 1.54187 3.34464
Se -1.23413 1.97058 1.47627
F -3.77203 -0.17365 -4.94934
C -2.47250 -0.45576 -4.65377
F -2.42876 -1.74096 -4.31420
F -1.79888 -0.33401 -5.83210
C -1.94817 0.52270 -3.64267
C -2.23319 1.85265 -3.90176
C -1.79102 2.84190 -3.03881
C -1.08740 2.44498 -1.91887
N -0.79579 1.17815 -1.65894
C -1.18022 0.18724 -2.50186
S -0.63148 -1.37415 -2.04912
H -2.80994 2.10259 -4.78353
H -2.00288 3.88487 -3.22323
H -0.73400 3.16663 -1.19059
Cl 2.90955 -0.99712 -4.09791
C 3.55165 0.30834 -3.08370
Cl 3.95871 1.71088 -4.09077
Cl 5.01089 -0.24826 -2.22074
C 2.54614 0.65926 -2.10271
N 1.80382 0.81484 -1.24456
N -3.84277 -7.35724 6.43075
C -3.42021 -6.53712 5.74204
C -2.88756 -5.52199 4.89014
C -2.36914 -5.86238 3.63799
C -1.84362 -4.88166 2.82266
C -1.82189 -3.54130 3.23388
C -2.34365 -3.21283 4.49071
C -2.87079 -4.19049 5.30972
C -1.27426 -2.54549 2.37441
C -0.81095 -1.71020 1.61732
H -2.38452 -6.89634 3.32031
H -1.43926 -5.12959 1.85115
H -2.32462 -2.17934 4.80818
H -3.27354 -3.93957 6.28208
```

Atomic partial charges in e from the natural (NBO) method, atoms 1 to 2: Sc 1.349; Se -0.510

Record 4
# C50H59N5O4PS

8 unconnected molecules or ions with the total composition C50H59N5O4PS (ωB97M-V/def2-TZVPD, the OMol25 dataset).

## Properties
Net charge ... +1
HOMO energy ... -10.5 eV
Spin multiplicity ... 1
HOMO-LUMO gap ... 7.26 eV

The geometry in XYZ format:
```
120
C50H59N5O4PS, DFT ωB97M-V/def2-TZVPD
C -5.94192 2.44264 -0.59057
C -4.72391 3.30305 -0.34614
O -4.50844 4.29404 -1.01078
N -3.86366 2.84154 0.68643
C -2.67880 3.69767 0.84389
C -1.54457 2.82772 1.44807
C -0.74553 2.16884 0.30659
C 0.63114 2.80196 0.02898
N 0.59151 3.99978 -0.82126
C 0.77794 4.31738 -2.13663
N 1.13043 3.47437 -3.14023
P 1.49086 1.82570 -3.14199
O 2.83958 1.62068 -2.35104
O 1.92971 1.52722 -4.64185
S 0.05666 0.65772 -2.63727
N 0.56825 5.59792 -2.35664
C 0.27149 6.14995 -1.18382
N 0.29802 5.19418 -0.27328
O 0.06870 5.38460 1.05758
H -5.74376 1.68681 -1.34806
H -6.78854 3.06263 -0.85665
H -6.19704 1.90640 0.32349
H -3.50930 1.94791 0.34759
H -2.30553 4.04004 -0.12510
H -2.90646 4.54326 1.48651
H -0.93404 3.38962 2.14653
H -2.03503 2.02600 1.99826
H -0.51439 1.14877 0.61475
H -1.34093 2.10642 -0.60171
H 1.31023 2.03353 -0.31086
H 1.00430 3.12135 1.00045
H 1.18517 3.93468 -4.04203
H 2.76080 0.79436 -1.84540
H 1.14078 1.63085 -5.19539
H 0.05457 7.17867 -0.96007
H -0.42917 6.20681 1.16699
C 1.28619 8.45779 -6.97525
C 0.93082 7.99446 -5.71680
C 1.40500 6.76921 -5.26729
C 2.24339 6.01347 -6.07875
C 2.60160 6.47786 -7.33651
C 2.11956 7.69844 -7.78565
H 0.91385 9.41127 -7.32603
H 0.28215 8.58912 -5.08573
H 1.12271 6.40228 -4.28603
H 2.62350 5.05765 -5.73083
H 3.25615 5.88933 -7.96610
H 2.39433 8.05952 -8.76772
C 3.33007 -1.88140 2.16210
C 2.57254 -0.97222 1.43893
C 2.14526 -1.29002 0.15538
C 2.46764 -2.51894 -0.40350
C 3.22243 -3.42888 0.32238
C 3.65655 -3.10843 1.60183
H 3.66471 -1.63579 3.16151
H 2.31450 -0.01513 1.87747
H 1.55692 -0.57810 -0.41354
H 2.13006 -2.76697 -1.40208
H 3.47361 -4.38959 -0.10885
H 4.24918 -3.81904 2.16371
C 0.47146 -5.12455 4.49732
C 1.74618 -4.83689 4.02944
C 2.82550 -4.84927 4.90214
C 2.63214 -5.15807 6.24163
C 1.35812 -5.44884 6.70842
C 0.27722 -5.42832 5.83741
H -0.37032 -5.11305 3.81647
H 1.89802 -4.60273 2.98453
H 3.82006 -4.61929 4.53901
H 3.47450 -5.17261 6.92115
H 1.20728 -5.69163 7.75227
H -0.71679 -5.65102 6.20311
C -6.05759 -3.54856 -2.43979
C -4.91528 -2.97377 -2.97912
C -4.14673 -2.10914 -2.21306
C -4.51595 -1.82650 -0.90467
C -5.65645 -2.40382 -0.36420
C -6.42941 -3.26199 -1.13346
H -6.65884 -4.22063 -3.03785
H -4.62464 -3.19945 -3.99691
H -3.25842 -1.65520 -2.63520
H -3.91262 -1.15549 -0.30427
H -5.94314 -2.18524 0.65656
H -7.32131 -3.70894 -0.71443
C 0.63336 -6.80078 1.07687
C 0.84179 -7.93326 1.85113
C 0.08428 -9.07416 1.62732
C -0.87514 -9.08472 0.62382
C -1.08091 -7.95269 -0.15225
C -0.32912 -6.80864 0.07678
H 1.22230 -5.90950 1.25335
H 1.59409 -7.92555 2.62982
H 0.24180 -9.95596 2.23465
H -1.46270 -9.97624 0.44687
H -1.82817 -7.96191 -0.93535
H -0.49309 -5.92317 -0.52497
C 8.74909 -3.94952 0.26793
C 7.43322 -3.52390 0.15210
C 6.73540 -3.73912 -1.02798
C 7.35005 -4.38773 -2.09017
C 8.66484 -4.81614 -1.97306
C 9.36551 -4.59377 -0.79571
H 9.29470 -3.77932 1.18709
H 6.95054 -3.02295 0.98248
H 5.71085 -3.40075 -1.11901
H 6.80423 -4.55972 -3.00909
H 9.14415 -5.32350 -2.80018
H 10.39229 -4.92377 -0.70661
C -5.76383 6.09832 5.36801
C -6.75433 6.15554 4.39712
C -6.62842 5.41310 3.23120
C -5.51513 4.60635 3.03994
C -4.52677 4.54634 4.01282
C -4.64841 5.29514 5.17544
H -5.86167 6.67924 6.27572
H -7.62512 6.77969 4.54954
H -7.39821 5.46259 2.47186
H -5.41777 4.02317 2.13651
H -3.65955 3.91258 3.86470
H -3.87582 5.25129 5.93254
```

Atomic partial charges in e from the Mulliken method, atoms 1 to 2: C -1.316; C 0.736